Entry 1
{"formula": "C4H10N2O", "method": "the ωB97M-V functional and the def2-TZVPD basis", "species": ["C", "C", "C", "C", "N", "N", "O", "H", "H", "H", "H", "H", "H", "H", "H", "H", "H"], "xyz": [[-0.684, 0.619, -0.314], [-1.402, 1.792, 0.299], [2.120, -0.378, 0.015], [0.823, -1.208, -0.241], [-1.441, -1.123, 0.581], [-0.192, -0.478, 0.543], [-2.051, -0.499, -0.618], [-0.404, 0.943, -1.324], [-0.815, 2.635, 0.268], [-1.450, 1.798, 1.378], [-2.288, 2.066, -0.297], [2.393, 0.322, -0.845], [1.963, 0.104, 1.035], [2.995, -0.945, 0.061], [0.676, -1.315, -1.285], [0.993, -2.193, 0.176], [-1.235, -2.139, 0.569]], "gap_ev": 9.2, "lumo_energy_ev": 1.03}



Entry 2
{"formula": "C4H10N2O", "method": "the ωB97M-V functional and the def2-TZVPD basis", "species": ["C", "C", "N", "N", "C", "O", "H", "H", "H", "H", "H", "H", "C", "H", "H", "H", "H"], "xyz": [[0.285, 0.108, -1.759], [-0.280, -0.531, -0.531], [0.206, -1.732, -0.180], [-1.144, 0.125, 0.215], [-2.219, -0.361, 0.882], [-2.880, 0.253, 1.687], [1.361, -0.040, -1.829], [0.075, 1.172, -1.764], [-0.212, -0.338, -2.626], [-0.098, -2.164, 0.678], [1.068, -2.064, -0.578], [-2.496, -1.408, 0.612], [1.285, 1.426, 0.982], [0.046, 1.103, 0.781], [1.598, 2.465, 0.936], [1.335, 1.115, 2.024], [2.069, 0.870, 0.471]], "gap_ev": 9.5, "lumo_energy_ev": 0.29, "smiles": "C/C(N)=N/C=O.C"}



Entry 3
{"formula": "C4H10N2O", "method": "the ωB97M-V functional and the def2-TZVPD basis", "species": ["C", "C", "C", "N", "C", "N", "O", "H", "H", "H", "H", "H", "H", "H", "H", "H", "H"], "xyz": [[1.361, 1.754, -0.087], [0.864, 1.047, 1.155], [-0.434, 0.269, 0.995], [-0.236, -0.878, 0.107], [-1.273, -1.253, -0.694], [-1.014, -2.490, -1.371], [-2.341, -0.683, -0.766], [1.262, 1.117, -0.969], [2.408, 2.061, -0.023], [0.865, 2.697, -0.295], [1.636, 0.409, 1.600], [0.708, 1.768, 1.960], [-1.239, 0.844, 0.561], [-0.720, -0.127, 1.962], [0.548, -1.473, -0.111], [-0.496, -2.297, -2.229], [-1.899, -2.767, -1.795]], "gap_ev": 10.6, "lumo_energy_ev": 0.90, "smiles": "CCCNC(N)=O"}



Name the most stable of them. entry 3.



Entry 1
{"formula": "C4H10N2O", "method": "the ωB97M-V functional and the def2-TZVPD basis", "species": ["N", "C", "N", "C", "C", "C", "O", "H", "H", "H", "H", "H", "H", "H", "H", "H", "H"], "xyz": [[0.271, 1.617, -1.705], [0.322, 0.156, -1.886], [-0.423, -0.494, -0.814], [0.409, -0.949, 0.301], [-0.443, -0.985, 1.556], [-0.681, 0.371, 2.158], [0.037, 1.319, 1.970], [0.589, 1.858, -0.770], [0.901, 2.082, -2.349], [-0.108, -0.057, -2.866], [1.351, -0.208, -1.854], [-1.102, 0.209, -0.542], [1.302, -0.337, 0.412], [0.737, -1.956, 0.041], [-0.151, -1.713, 2.321], [-1.418, -1.401, 1.251], [-1.593, 0.488, 2.775]], "gap_ev": 10.0, "lumo_energy_ev": 1.04, "smiles": "NCNCCC=O"}



Entry 2
{"formula": "C4H10N2O", "method": "the ωB97M-V functional and the def2-TZVPD basis", "species": ["C", "C", "C", "N", "N", "C", "O", "H", "H", "H", "H", "H", "H", "H", "H", "H", "H"], "xyz": [[0.968, 0.269, -1.145], [-0.358, 0.004, -0.428], [-0.214, -1.026, 0.684], [0.250, -2.350, 0.275], [-1.020, 1.199, 0.102], [-0.450, 1.992, 1.046], [0.685, 1.892, 1.451], [1.199, -0.580, -1.798], [1.785, 0.276, -0.429], [0.958, 1.207, -1.695], [-1.061, -0.375, -1.173], [0.494, -0.650, 1.425], [-1.171, -1.140, 1.185], [-0.306, -2.711, -0.495], [1.204, -2.307, -0.086], [-1.819, 1.557, -0.392], [-1.145, 2.743, 1.471]], "gap_ev": 10.1, "lumo_energy_ev": 0.77, "smiles": "C[C@@H](CN)NC=O"}



Entry 3
{"formula": "C4H10N2O", "method": "the ωB97M-V functional and the def2-TZVPD basis", "species": ["C", "C", "N", "C", "N", "C", "O", "H", "H", "H", "H", "H", "H", "H", "H", "H", "H"], "xyz": [[-1.380, -0.537, 1.081], [0.158, -0.274, 0.690], [1.083, -0.226, 1.790], [0.226, 1.033, -0.303], [-0.149, 0.619, -1.732], [0.596, -0.433, -2.291], [1.547, -1.061, -1.829], [-1.620, 0.362, 1.714], [-1.424, -1.433, 1.716], [-2.018, -0.462, 0.188], [0.564, -1.100, -0.023], [1.889, 0.432, 1.779], [0.574, 0.091, 2.618], [1.240, 1.522, -0.264], [-0.458, 1.877, -0.128], [-1.176, 0.358, -1.745], [0.347, -0.766, -3.262]], "gap_ev": 9.8, "lumo_energy_ev": 0.84, "smiles": "C[C@H](N)CNC=O"}



Name the most stable of them. entry 2.



Entry 1
{"formula": "C4H10N2O", "method": "the ωB97M-V functional and the def2-TZVPD basis", "species": ["C", "C", "C", "N", "N", "C", "O", "H", "H", "H", "H", "H", "H", "H", "H", "H", "H"], "xyz": [[-0.737, 0.429, 0.111], [0.551, 0.147, -0.487], [0.702, -1.008, -1.453], [-1.323, 1.657, -0.043], [-1.508, -0.625, 0.513], [1.375, -0.061, 1.183], [1.541, -1.249, 1.527], [0.313, 0.495, 1.684], [1.039, 1.051, -0.856], [-2.447, -0.398, 0.814], [-0.754, 2.384, -0.451], [-2.172, 1.823, 0.479], [-0.943, -1.454, 0.709], [2.106, 0.753, 1.331], [0.017, -0.931, -2.299], [1.732, -1.058, -1.817], [0.509, -1.955, -0.946]], "gap_ev": 7.6, "lumo_energy_ev": 0.43}



Entry 2
{"formula": "C4H10N2O", "method": "the ωB97M-V functional and the def2-TZVPD basis", "species": ["C", "C", "C", "C", "N", "N", "O", "H", "H", "H", "H", "H", "H", "H", "H", "H", "H"], "xyz": [[-0.976, 0.421, 1.409], [-0.369, -1.212, -0.200], [-0.019, -1.296, -1.661], [0.570, 1.768, 0.044], [1.126, -0.324, 0.897], [0.408, 0.790, 1.222], [-1.322, -0.336, 0.245], [-0.790, -0.194, 2.353], [-1.649, 1.203, 1.709], [-0.410, -2.124, 0.476], [-0.791, -2.027, -2.116], [0.855, -1.778, -1.792], [-0.023, -0.225, -2.070], [-0.292, 1.892, -0.486], [0.862, 2.624, 0.509], [1.292, 1.452, -0.618], [1.183, -1.076, 1.566]], "gap_ev": 9.2, "lumo_energy_ev": 1.08}



Entry 3
{"formula": "C4H10N2O", "method": "the ωB97M-V functional and the def2-TZVPD basis", "species": ["C", "N", "O", "N", "C", "C", "C", "H", "H", "H", "H", "H", "H", "H", "H", "H", "H"], "xyz": [[-0.944, 1.919, 2.370], [-0.358, 0.961, 1.685], [0.817, 0.225, 2.391], [-0.451, 0.588, 0.392], [0.605, -0.042, -0.222], [0.639, 0.281, -1.620], [0.571, -1.517, 0.034], [-0.801, 2.235, 3.399], [-1.798, 2.388, 1.886], [-1.172, 1.022, -0.229], [1.501, 0.295, 0.233], [-0.313, 0.078, -2.091], [0.835, 1.290, -1.866], [1.291, -0.337, -2.128], [-0.487, -1.864, -0.239], [0.736, -1.700, 1.137], [1.342, -1.944, -0.641]], "gap_ev": [9.3, 9.3], "lumo_energy_ev": [0.74, 0.74], "smiles": "C=[N+]([O-])NC(C)C"}



Entry 4
{"formula": "C4H10N2O", "method": "the ωB97M-V functional and the def2-TZVPD basis", "species": ["C", "C", "C", "N", "C", "N", "O", "H", "H", "H", "H", "H", "H", "H", "H", "H", "H"], "xyz": [[0.443, 1.468, 0.437], [-0.013, 0.087, 0.045], [1.031, -0.898, -0.432], [2.410, -0.431, -0.313], [-1.306, -0.286, 0.074], [-2.359, 0.408, 0.590], [-1.683, -1.475, -0.482], [0.957, 1.942, -0.407], [-0.382, 2.136, 0.701], [1.124, 1.431, 1.292], [0.948, -1.810, 0.172], [0.844, -1.172, -1.476], [2.579, 0.262, -1.041], [3.032, -1.210, -0.525], [-2.055, 1.035, 1.333], [-3.054, -0.232, 0.971], [-2.515, -1.255, -0.937]], "gap_ev": 8.2, "lumo_energy_ev": 0.78, "smiles": "C/C(CN)=C(\\N)O"}



Name the most stable of them. entry 4.



Entry 1
{"formula": "C5H7NO", "method": "the ωB97M-V functional and the def2-TZVPD basis", "species": ["O", "C", "C", "C", "N", "C", "C", "H", "H", "H", "H", "H", "H", "H"], "xyz": [[2.683, 0.189, -0.308], [1.609, 0.606, -0.669], [0.307, -0.043, -0.300], [-0.589, -0.491, -1.391], [-1.311, -0.561, 0.989], [-0.820, 0.743, 0.471], [0.098, -1.043, 0.862], [1.525, 1.479, -1.356], [-0.717, 0.313, -2.133], [-1.749, -1.013, 0.161], [-1.495, 1.405, -0.072], [-0.391, 1.286, 1.318], [0.617, -0.765, 1.781], [0.235, -2.104, 0.649]], "gap_ev": 8.0, "lumo_energy_ev": -1.02}



Entry 2
{"formula": "C5H7NO", "method": "the ωB97M-V functional and the def2-TZVPD basis", "species": ["N", "C", "O", "C", "C", "C", "C", "H", "H", "H", "H", "H", "H", "H"], "xyz": [[-0.716, -1.464, -1.763], [-0.486, -1.244, -0.454], [-1.435, -0.462, 0.146], [-0.495, 0.565, -0.417], [0.015, 1.380, 0.766], [0.928, 0.194, 1.168], [0.727, -0.527, -0.173], [-1.716, -1.633, -1.884], [-0.719, -0.146, -1.799], [-0.751, 1.693, 1.478], [0.592, 2.246, 0.428], [0.535, -0.378, 2.011], [1.972, 0.451, 1.361], [1.549, -0.676, -0.868]], "gap_ev": 9.6, "lumo_energy_ev": 0.49}



Entry 3
{"formula": "C5H7NO", "method": "the ωB97M-V functional and the def2-TZVPD basis", "species": ["C", "C", "C", "C", "N", "C", "O", "H", "H", "H", "H", "H", "H", "H"], "xyz": [[1.836, 0.282, -0.483], [0.356, -0.055, -0.427], [-0.144, -1.133, 0.500], [-1.413, -0.871, 0.814], [-1.795, 0.364, 0.266], [-0.660, 1.052, -0.158], [-0.570, 2.249, -0.292], [2.380, -0.606, -0.826], [2.249, 0.586, 0.483], [2.013, 1.085, -1.206], [0.062, -0.375, -1.442], [0.425, -1.985, 0.823], [-2.127, -1.453, 1.386], [-2.613, 0.862, 0.562]], "gap_ev": 9.6, "lumo_energy_ev": 0.93, "smiles": "C[C@H]1C=CNC1=O"}



Entry 4
{"formula": "C5H7NO", "method": "the ωB97M-V functional and the def2-TZVPD basis", "species": ["C", "N", "C", "C", "C", "C", "O", "H", "H", "H", "H", "H", "H", "H"], "xyz": [[1.124, 0.435, 1.956], [0.469, 0.543, 0.210], [-0.786, 1.194, 0.051], [-1.560, 0.448, -0.762], [-0.794, -0.708, -1.195], [0.421, -0.601, -0.610], [1.540, -1.344, -0.648], [1.445, -0.621, 1.862], [0.143, 0.378, 2.458], [1.309, 1.114, 0.195], [-0.977, 2.108, 0.594], [-2.586, 0.660, -1.041], [-1.132, -1.501, -1.851], [1.384, -2.106, -1.220]], "gap_ev": 8.4, "lumo_energy_ev": 0.53}



Name the most stable of them. entry 3.



Entry 1
{"formula": "C5H7NO", "method": "the ωB97M-V functional and the def2-TZVPD basis", "species": ["C", "C", "C", "C", "N", "O", "C", "H", "H", "H", "H", "H", "H", "H"], "xyz": [[-1.339, 0.437, -0.877], [0.095, 0.824, -0.895], [0.662, 0.906, 0.521], [0.334, -0.532, 0.758], [1.152, -1.518, 1.367], [-0.122, -1.100, 1.918], [-0.278, -0.648, -0.644], [-1.833, 0.881, -0.130], [-2.001, 0.419, -1.796], [0.422, 1.282, -1.809], [1.697, 1.190, 0.775], [0.159, 1.683, 1.028], [1.325, -2.453, 1.100], [-0.272, -1.370, -1.315]], "gap_ev": 10.4, "lumo_energy_ev": 1.14, "smiles": "C1[C@H]2C[C@]3(NO3)[C@@H]12"}



Entry 2
{"formula": "C5H7NO", "method": "the ωB97M-V functional and the def2-TZVPD basis", "species": ["C", "C", "C", "C", "N", "C", "O", "H", "H", "H", "H", "H", "H", "H"], "xyz": [[-1.877, 0.138, 0.106], [-0.506, 0.238, -0.519], [0.575, 1.089, 0.136], [1.719, 0.381, 0.118], [1.547, -0.790, -0.726], [0.258, -1.034, -0.185], [0.019, -1.863, 0.656], [-2.456, 1.061, 0.063], [-1.764, -0.202, 1.138], [-2.414, -0.653, -0.430], [-0.531, 0.427, -1.602], [0.382, 2.037, 0.615], [2.502, 0.371, 0.874], [2.163, -1.580, -0.608]], "gap_ev": 10.1, "lumo_energy_ev": 1.07, "smiles": "C[C@H]1C=CNC1=O"}



Name the most stable of them. entry 2.



Entry 1
{"formula": "C4H8NO3", "method": "the ωB97M-V functional and the def2-TZVPD basis", "species": ["C", "C", "O", "N", "H", "H", "H", "H", "H", "C", "C", "O", "O", "H", "H", "H"], "xyz": [[-1.803, 2.841, -1.524], [-1.345, 2.164, -0.244], [-1.865, 2.143, 0.849], [-0.207, 1.416, -0.477], [-2.588, 2.142, -1.864], [-1.135, 2.978, -2.375], [0.341, 1.140, 0.327], [0.174, 1.130, -1.364], [-2.319, 3.807, -1.471], [1.043, -1.317, -0.514], [1.376, -2.355, 0.619], [1.418, -3.554, 0.277], [1.468, -1.809, 1.745], [-0.016, -1.104, -0.627], [1.112, -1.963, -1.428], [1.748, -0.507, -0.572]], "gap_ev": 6.9, "lumo_energy_ev": 3.02, "total_charge": -1}



Entry 2
{"formula": "C4H8NO3", "method": "the ωB97M-V functional and the def2-TZVPD basis", "species": ["C", "C", "O", "O", "H", "H", "H", "C", "C", "O", "N", "H", "H", "H", "H", "H"], "xyz": [[0.237, -0.720, -3.092], [-0.340, -0.536, -1.688], [-1.178, -1.344, -1.267], [0.070, 0.503, -1.063], [0.980, -1.519, -3.026], [0.724, 0.202, -3.391], [-0.564, -1.080, -3.736], [-0.771, -0.286, 2.115], [0.249, 0.829, 2.341], [0.358, 1.305, 3.481], [0.969, 1.254, 1.298], [1.539, 2.065, 1.464], [0.711, 0.915, 0.332], [-0.918, -0.740, 3.090], [-0.389, -1.019, 1.409], [-1.678, 0.173, 1.733]], "gap_ev": 8.9, "lumo_energy_ev": 4.07, "total_charge": -1}



Name the most stable of them. entry 2.